# 1
Here is 15 unconnected molecules or ions with the total composition C60H165N15O15 in a non-equilibrium geometry from OMol25. Energies are from ωB97M-V/def2-TZVPD.

The value obtained for the HOMO-LUMO gap is 8.853 eV. As for the total energy: -117945.105 eV. The calculation puts the energy above the lowest of the compared OMol25 structures with the same formula, charge and spin at 868.6 kJ/mol. Its LUMO energy is 0.4 eV.

```
255
Properties=species:S:1:pos:R:3:forces:R:3:lowdin_charge:R:1
H 2.767 -8.215 -1.898 0.6 0.3 0.3 0.08
H 7.106 1.423 -3.764 -0.2 -0.6 -0.1 0.09
H -0.878 -7.689 7.679 0.0 -0.2 -0.1 0.07
H -5.085 6.123 4.172 0.0 -0.6 0.1 0.07
H 5.365 3.485 -1.833 0.6 0.5 -0.2 0.13
N 4.961 2.250 0.542 1.3 -0.3 -0.3 0.05
N 3.042 1.743 2.762 0.2 0.9 1.1 0.04
H 4.755 -4.612 5.705 0.0 -0.4 -0.7 0.08
H -1.941 1.415 -1.206 -0.6 -0.4 0.7 0.06
C -0.158 -2.024 1.427 0.0 -1.2 -1.0 -0.06
N -7.643 5.282 3.640 -1.3 0.4 1.1 0.03
H 4.621 6.441 4.887 0.6 -0.5 0.3 0.08
H 3.190 4.555 -5.300 0.0 -0.1 -0.3 0.06
H 3.973 -7.399 1.672 0.7 0.9 -0.4 0.06
H -3.112 -1.137 -0.204 0.1 0.3 -0.1 0.11
N 0.108 -5.265 0.101 -0.2 -1.0 -0.5 0.08
H 0.360 -1.882 -3.223 0.5 0.9 0.2 0.08
C -2.184 -0.250 4.383 -0.9 -0.6 -0.9 -0.09
C -6.034 3.735 2.882 0.9 -0.5 -0.4 -0.21
H 0.518 2.642 3.127 0.2 -0.3 -0.6 0.06
H 3.349 1.480 3.688 0.7 -0.4 0.4 0.07
H -0.768 7.111 -0.128 -0.5 0.5 0.4 0.13
N -1.890 1.780 -5.790 1.8 1.2 2.2 0.05
N -4.145 -3.758 -2.273 1.1 -0.5 0.4 0.05
H 2.640 -5.206 3.394 -0.4 0.4 0.5 0.11
H 3.595 3.696 4.756 0.2 -0.3 0.2 0.12
H 2.918 6.265 -5.148 0.0 0.2 0.3 0.08
H 5.920 -2.811 1.583 -0.3 0.0 0.1 0.04
H -0.247 3.826 0.899 -0.8 0.3 0.4 0.05
H 3.657 -1.982 2.577 0.4 -0.4 -0.4 0.07
C -1.725 -4.179 3.843 1.4 0.2 0.2 -0.10
C -1.908 -5.891 -1.171 -0.4 0.4 -0.1 -0.08
C -6.519 5.126 2.757 0.6 2.0 0.4 -0.44
H 2.167 0.523 -6.372 -0.3 -0.6 -0.1 0.13
H -1.482 -5.295 7.655 0.2 -0.1 0.0 0.11
H 3.309 -1.927 4.111 -0.4 0.3 0.3 0.06
H -0.378 5.077 -1.732 0.3 1.0 0.1 0.13
H 2.374 2.372 -1.719 0.4 -0.2 -0.5 0.06
H -3.747 1.996 1.114 0.0 0.6 0.0 0.08
H 3.937 -6.146 -1.823 0.3 0.5 -0.5 0.09
H -0.606 -5.834 5.636 0.4 0.1 -0.3 0.11
H -0.692 -3.860 3.987 0.3 0.3 0.0 0.08
C 0.740 -1.831 6.265 -0.2 0.7 -1.9 -0.44
H 5.111 3.210 0.820 0.0 0.4 -0.7 0.07
C 1.298 3.258 3.574 -1.1 -0.2 0.7 -0.06
H -4.119 -1.930 -5.466 0.0 0.3 0.3 0.07
H -0.365 -0.751 -5.940 0.5 -0.1 -0.6 0.11
C 2.189 -8.544 -1.035 -0.6 -0.8 -0.2 -0.12
H 0.972 -5.765 0.256 0.6 0.4 0.8 0.04
H -3.821 2.183 2.923 0.4 0.0 -0.1 0.07
N -3.494 -5.468 7.305 1.1 -0.7 -0.2 0.04
H 2.751 -4.743 -2.068 0.3 0.0 -0.5 0.07
N -5.880 4.020 -0.951 -0.6 -0.3 -0.2 0.06
H 0.359 1.196 0.192 0.6 0.0 -0.2 0.09
N 3.081 1.759 -5.112 0.3 0.7 0.4 0.05
H -3.455 -4.806 6.543 -1.1 0.6 0.0 0.04
H -1.036 2.097 -5.355 0.6 0.6 0.0 0.04
C -1.240 0.790 -1.758 -0.1 0.9 0.5 -0.12
H -4.906 -4.085 -1.696 -0.7 0.6 0.1 0.07
H -2.623 5.847 -1.358 -0.7 0.0 0.1 0.09
H 3.181 -3.904 5.692 -0.2 0.2 -0.1 0.07
H -0.996 5.935 1.219 -0.2 0.0 0.0 0.13
H 1.715 -2.301 8.106 0.0 -0.3 -0.1 0.09
H -4.546 -3.740 1.993 0.4 -0.2 -0.2 0.08
H -3.626 -2.097 -7.072 0.8 0.0 -0.5 0.08
H 1.420 -0.099 5.562 0.3 0.1 -0.8 0.05
H 1.378 0.085 -3.888 -0.4 0.6 -0.4 0.12
C 3.024 2.622 -0.881 0.6 0.6 -0.6 -0.05
H 1.419 -0.192 7.076 0.4 0.2 0.8 0.07
C 3.670 -4.996 3.105 0.1 -0.3 0.2 -0.17
O -2.227 -1.241 -5.671 -0.4 -0.1 -0.3 -0.20
C 2.825 0.406 -5.510 0.2 -0.1 -1.7 -0.43
O 3.370 5.408 3.653 -0.5 -0.8 -0.4 -0.20
H -6.067 3.803 -3.418 -0.2 0.1 -0.2 0.13
C 0.216 -7.318 -1.380 0.3 2.1 2.6 -0.12
H 4.631 0.442 -6.706 0.2 0.0 0.1 0.08
C 6.264 2.032 -4.091 0.7 1.1 0.8 -0.10
O 1.735 -1.660 -4.887 -0.2 -0.2 1.3 -0.16
O -4.983 3.560 1.909 0.1 -1.2 0.1 -0.23
C 5.860 -1.663 -1.540 -1.5 0.7 -0.2 -0.05
H 2.990 -7.555 2.982 0.0 -0.7 0.7 0.08
H -1.024 -7.029 0.338 0.2 0.1 0.4 0.13
H -2.291 -7.551 8.726 0.2 0.7 0.2 0.07
H -0.640 -2.578 0.622 0.2 0.1 -0.2 0.05
H -7.811 2.123 -1.584 0.1 0.7 -0.1 0.07
H -0.582 8.168 -5.997 0.5 -0.1 -0.5 0.08
C -2.128 -5.994 7.124 0.0 -0.5 -0.6 -0.40
H 6.408 2.076 -1.476 0.2 0.0 -0.3 0.13
H 3.267 7.283 4.663 -1.1 -0.3 -0.8 0.08
H 0.509 -6.696 -2.227 0.2 -0.4 -0.5 0.12
H -2.410 0.193 3.414 0.9 0.4 -0.2 0.07
H -4.517 6.040 2.490 -0.1 0.3 0.0 0.07
H 4.703 3.703 3.385 0.2 0.5 -0.2 0.12
O 0.951 6.356 0.592 0.0 -0.8 1.0 -0.19
C 4.158 -0.190 -5.955 -0.5 -1.2 0.1 -0.04
C -5.332 3.083 -3.060 -1.2 -2.3 0.4 -0.22
H -1.873 -6.819 5.017 -0.9 0.2 -0.4 0.12
H -1.267 -1.285 -7.445 0.5 0.3 -0.4 0.13
H -7.500 5.960 4.375 0.5 -0.1 0.3 0.07
C -1.532 0.845 -6.836 -2.6 -1.0 0.7 -0.44
O 5.172 1.971 -3.190 -0.4 -0.7 0.7 -0.23
H 0.723 5.584 -3.902 -0.3 -0.2 0.0 0.11
C -0.780 5.128 -0.720 0.2 -3.6 2.6 -0.37
O 4.439 -6.165 3.451 0.4 -0.3 -1.0 -0.20
N 1.017 -0.324 2.456 0.4 1.0 -1.9 0.06
H 2.719 -9.073 -0.243 0.5 0.6 -0.1 0.09
H 1.565 -9.330 -1.462 -0.3 -0.2 0.0 0.08
C 4.045 -7.396 2.760 -0.6 1.5 0.4 -0.08
H 3.584 -4.916 2.022 0.5 0.3 -0.3 0.09
H -2.454 4.103 -1.515 0.0 0.1 -0.2 0.06
H -8.453 5.663 3.173 -0.1 -0.3 -0.3 0.07
H 2.153 1.264 2.775 -0.3 -0.9 -0.9 0.00
C 4.468 2.008 -0.816 -4.1 -1.3 2.1 -0.43
H -1.811 0.319 -2.558 0.5 0.1 -0.3 0.08
H -2.561 0.443 5.135 0.8 0.1 0.4 0.09
H 4.746 -8.192 3.010 -0.3 0.2 0.5 0.09
C -4.361 2.247 1.979 -1.4 0.7 0.8 -0.07
H -2.285 -3.293 3.544 -0.2 -0.3 0.1 0.06
H -2.494 -2.741 -0.194 -0.5 -0.8 0.7 0.09
H -2.573 -5.369 -0.483 0.1 -0.1 0.3 0.07
H -4.081 -6.233 7.004 -0.6 0.0 -0.1 0.06
H -4.614 -0.510 -2.070 -0.5 0.5 -0.6 0.06
C -1.933 -7.417 7.706 -0.2 0.4 -0.2 -0.07
C -0.473 1.495 -7.645 0.3 0.2 -1.1 -0.04
H 3.362 -2.606 -0.954 -0.7 -0.3 -0.5 0.10
H -6.774 0.816 -1.744 0.5 -0.2 0.1 0.05
C 3.539 -5.196 -1.467 0.4 0.7 2.1 -0.07
H 1.209 4.564 -6.738 0.3 -0.3 0.1 0.13
H -1.621 -4.890 3.024 -0.7 -0.4 0.0 0.09
H 4.652 -2.938 5.823 -0.2 0.5 -0.3 0.08
H -0.968 1.717 -8.590 0.7 0.3 -0.3 0.09
H 6.481 -3.421 0.205 0.6 -0.4 0.2 0.06
H -4.754 2.307 -1.182 0.3 -0.5 0.0 0.11
C -5.392 6.164 3.127 -1.1 -0.4 -0.5 -0.04
H -5.390 4.642 -1.577 0.4 0.8 1.1 0.06
H 3.169 3.703 -0.877 -0.3 0.3 0.1 0.08
C 2.647 3.152 2.925 -0.1 0.8 -0.8 -0.43
H 3.691 2.140 -5.821 -0.1 0.4 -0.4 0.08
C 1.199 4.958 -4.657 0.9 -0.9 0.4 -0.43
H 3.549 -3.494 0.517 0.5 0.3 0.6 0.09
H 1.362 2.850 4.582 0.0 0.3 0.4 0.08
C -5.676 2.730 -1.580 0.2 0.1 -0.3 -0.41
H 0.785 3.927 -0.210 0.4 -0.1 -0.4 0.03
H 0.554 -3.250 -4.137 0.2 0.0 -1.0 0.08
H 5.966 1.841 -5.123 -0.3 -0.4 0.4 0.07
H 5.252 -3.533 3.557 0.1 0.2 -0.7 0.12
C 1.134 -2.391 -3.797 -0.1 -0.9 -0.7 -0.08
C 0.742 -2.460 7.643 -1.2 0.0 0.4 -0.05
H -2.895 4.687 0.019 0.4 0.5 0.5 0.07
C 3.697 3.973 3.706 -1.2 0.9 0.6 -0.13
H 4.823 -1.145 0.335 -0.6 0.2 -0.5 0.12
C 5.185 -2.015 -0.213 1.3 -2.5 1.6 -0.38
C -3.769 4.011 -4.504 1.1 1.7 0.2 -0.11
H -5.474 -2.304 2.185 -0.1 0.0 0.1 0.08
C -0.667 -6.375 -0.457 -0.7 -1.2 -1.1 -0.42
C -0.451 6.161 0.303 0.9 2.3 -0.9 -0.22
H 0.347 -4.695 -0.698 0.0 0.7 -0.2 0.07
H -3.987 -0.473 -6.472 -0.1 0.1 0.0 0.08
H 1.037 -2.575 5.526 0.5 -0.1 -0.1 0.11
O -4.638 -2.383 0.376 1.8 -0.6 0.5 -0.19
O 0.533 6.387 -6.515 -1.8 1.0 0.9 -0.17
H -2.533 -8.175 7.203 0.2 0.0 -0.7 0.07
H 2.504 3.532 1.914 0.5 0.5 -0.2 0.11
H 0.416 -3.500 7.685 0.4 -0.2 -0.3 0.07
H -5.322 2.177 -3.667 -0.8 -0.3 -0.2 0.12
C -6.837 1.779 -1.237 -0.5 -0.3 -1.3 -0.05
C 4.189 -3.773 5.299 -0.3 -0.1 0.4 -0.06
H -1.453 6.648 -5.896 -0.1 -0.1 0.1 0.08
H -2.832 -2.053 -2.390 0.0 -0.4 -0.6 0.12
H -4.369 4.889 -4.743 -0.4 0.1 0.1 0.09
H -3.752 3.386 -5.397 -0.6 -1.0 0.6 0.07
H 1.779 3.045 -4.848 0.1 -0.5 0.1 0.00
H -2.930 -1.045 4.359 0.1 -0.7 0.5 0.08
H 0.836 6.693 2.759 0.2 -0.7 -0.2 0.08
C -2.284 4.947 -0.846 0.2 0.0 -1.1 -0.06
H -5.799 -1.734 -1.746 0.1 -0.1 0.4 0.07
C 0.561 5.057 -6.013 1.0 0.5 -1.2 -0.24
H -1.058 0.661 0.856 -0.7 -0.5 0.3 0.11
H -0.001 -1.985 8.283 0.0 0.4 0.1 0.08
H 3.227 5.947 5.784 -0.5 -0.8 -0.3 0.08
H -5.667 3.599 3.899 0.4 -0.1 0.2 0.13
H 3.699 1.761 -4.313 0.0 0.1 0.6 0.05
H -2.374 1.565 -4.930 -0.9 -1.3 -0.4 0.07
H -3.436 -4.388 -1.926 0.4 0.0 -0.5 -0.01
H 0.528 8.015 1.670 -0.6 0.2 0.2 0.08
H -6.936 5.327 1.771 0.7 -0.1 -0.4 0.14
H 6.798 -1.128 -1.392 -0.1 -0.2 0.1 0.08
H -2.526 0.924 -7.277 0.3 -0.9 -1.5 0.12
H 1.494 -0.852 0.455 0.2 -0.8 0.2 0.14
H 0.400 0.858 -7.795 -0.1 -0.1 -0.2 0.07
N 1.702 -0.748 6.282 0.1 0.8 0.0 0.04
C -4.931 -1.510 -2.366 0.1 0.4 1.4 -0.07
H -2.742 4.370 -4.445 0.1 0.1 0.0 0.08
N 1.091 3.541 -4.301 -1.3 0.8 0.6 0.05
C -0.658 -1.347 5.736 0.1 -1.6 2.0 -0.18
C 3.554 6.239 4.786 2.1 0.3 0.1 -0.13
C -3.408 -2.173 -0.368 -1.6 0.6 -1.7 -0.14
H 4.197 0.954 -0.880 0.8 -0.5 0.0 0.12
N 3.332 -2.570 3.332 -0.6 1.1 0.5 0.06
H -5.857 7.148 3.057 0.3 0.2 -0.5 0.07
H 1.542 -1.144 2.723 0.2 0.0 0.8 0.03
O -0.848 -0.756 4.472 -0.4 0.7 0.2 -0.22
H 6.691 3.034 -4.096 -0.1 0.4 0.0 0.09
O 4.587 -4.270 -1.085 -0.1 -0.2 -0.6 -0.19
C -1.261 -0.657 -6.555 -0.7 0.5 1.7 -0.15
H -0.121 2.420 -7.189 -0.1 0.0 -0.1 0.06
C -3.757 -2.386 -1.921 -1.0 0.0 1.1 -0.39
H -5.356 -1.617 -3.364 0.9 0.1 -0.3 0.07
H 4.750 -0.324 -5.049 0.5 0.3 -0.1 0.08
H 4.060 -1.197 -6.363 -0.1 0.0 -0.2 0.08
C 4.099 -3.143 -0.356 -0.5 1.3 -1.7 -0.20
C -0.479 7.113 -5.743 0.7 -0.4 -0.3 -0.07
C 5.429 2.397 -1.831 1.3 1.2 -1.6 -0.18
O -4.039 3.564 -3.184 0.6 0.2 -0.3 -0.21
C -1.692 -5.901 5.576 0.9 0.7 2.0 -0.15
H 2.112 7.600 1.851 0.4 -1.0 -0.1 0.09
H 3.058 -5.468 -0.527 -0.4 -0.2 0.2 0.05
C -3.517 -1.424 -6.221 -0.4 0.0 0.6 -0.12
H -0.192 7.078 -4.692 -0.3 0.0 0.1 0.07
H 2.432 2.326 -0.015 0.4 0.0 0.2 0.04
C 2.689 5.304 -4.686 0.3 0.0 -0.6 -0.05
C 0.597 -0.766 1.068 -0.7 0.6 1.1 -0.35
H -5.167 1.516 2.046 0.0 -0.3 -0.2 0.08
H 1.887 -2.880 -3.179 0.3 0.6 0.4 0.06
H -1.725 -5.151 -1.951 0.5 -0.1 -0.2 0.07
N -0.217 3.845 -0.110 0.4 -0.2 -1.0 0.06
H -1.113 -2.337 5.758 -1.3 0.2 0.0 0.11
O -0.596 -0.200 -0.994 0.1 -0.5 1.1 -0.19
H 5.153 -0.991 -2.026 0.1 0.4 -0.4 0.05
O 1.374 -7.528 -0.493 -0.8 -0.8 -1.5 -0.24
H 0.837 4.246 3.568 0.5 0.3 0.3 0.07
H -6.993 1.587 -0.175 0.5 0.2 0.1 0.07
H 1.373 3.466 -3.335 0.1 -0.4 0.2 0.04
C 1.135 7.119 1.801 -0.7 1.4 -1.3 -0.11
H -0.260 -8.259 -1.654 0.0 0.1 0.0 0.12
H 0.561 -2.694 1.897 -0.1 -0.3 0.0 0.07
C -0.202 0.269 0.307 -0.2 1.0 -0.4 -0.20
H -0.921 -1.840 2.184 -0.1 0.3 -0.1 0.06
H 2.966 -0.419 -3.640 0.4 -0.9 0.4 0.12
H -2.496 -6.682 -1.636 0.1 -0.2 0.1 0.09
H -0.363 4.485 -6.097 -0.6 0.5 0.4 0.11
H -1.081 -0.652 6.462 -0.2 -0.2 0.4 0.13
H 4.364 1.886 1.271 -0.4 -0.5 -0.1 0.01
N 6.255 -2.551 0.666 0.4 0.1 -0.5 0.03
H -5.525 3.916 -0.011 0.3 1.0 0.1 0.04
H 5.935 -2.493 -2.243 0.4 -0.2 0.4 0.08
H 0.189 -0.298 3.034 0.1 -0.2 0.1 0.03
H -0.551 1.597 -2.006 0.4 -0.3 -0.9 0.07
H -6.888 3.063 2.800 0.1 -0.4 -0.6 0.12
C -4.533 -2.672 1.775 -1.3 0.1 -0.2 -0.10
O -2.196 -4.648 5.087 -0.7 -1.3 -0.1 -0.22
H -3.768 -2.193 2.385 0.5 0.2 -0.6 0.05
H 3.179 5.171 -3.722 -0.3 0.4 0.3 0.07
C 2.201 -0.396 -4.417 -0.6 0.0 0.6 -0.20
C 4.186 -3.627 3.762 0.7 -3.3 0.6 -0.41
```
Positions in Å, forces in eV/Å.

# 2
Here is a molecular structure, C3H5NO2 in a non-equilibrium geometry from OMol25. Energies are from ωB97M-V/def2-TZVPD.

The value obtained for the HOMO-LUMO gap (alpha / beta) is 7.628 / 7.626 eV. As for the total energy: -8771.215 eV. The calculation puts the energy above the lowest of the compared OMol25 structures with the same formula, charge and spin at 625.2 kJ/mol. Its LUMO energy (alpha / beta) is 0.0 / 0.0 eV.

```
11
Properties=species:S:1:pos:R:3:forces:R:3:lowdin_charge:R:1
H 1.658 1.168 -0.189 -0.2 -0.1 -0.2 0.04
O -0.688 -0.911 1.622 1.8 -0.3 -1.0 0.09
H 2.015 0.056 -1.632 -0.2 0.0 0.2 0.03
C -0.687 -0.205 0.559 0.1 0.2 -0.1 -0.39
H -1.302 1.288 -0.588 -0.1 -0.2 0.3 0.13
C 0.467 -0.614 -0.307 -0.3 1.3 -1.5 -0.29
O 0.789 -1.502 1.175 -1.7 -0.1 1.7 -0.06
H 0.198 -1.446 -0.967 0.1 0.1 0.3 0.13
C 1.357 0.320 -0.806 -0.1 -0.5 0.3 -0.05
N -1.535 0.762 0.255 0.3 -0.3 0.2 0.24
H -2.270 1.083 0.877 0.3 -0.2 -0.2 0.14
```
Positions in Å, forces in eV/Å.

Question: Number 2 is which compound?
Answer: C3H5NO2